Here is a structure of composition C27H20AsN3O9OsS2 from the OMol25 dataset. Energies are from ωB97M-V/def2-TZVPD.

Summary:
Expectation value of S² = 6.03
Spin multiplicity = 5
Energy above the lowest of the compared OMol25 structures with the same formula, charge and spin = 0.0 kJ/mol
Net charge = 0

```
63
Properties=species:S:1:pos:R:3:forces:R:3
Os -0.51445 0.39390 -0.35439 0.526 -0.364 1.450
O 3.72726 -0.24272 4.26489 0.514 -0.085 0.616
C 2.90237 -0.13128 3.42330 -0.645 0.087 -0.769
C 3.13275 0.36006 1.96782 -0.902 -0.190 0.213
O 4.17436 0.65710 1.46739 0.619 0.179 -0.229
C 1.78500 0.31950 1.35553 0.413 -0.253 0.916
C 0.80784 -0.15247 2.21746 0.983 0.044 0.495
O -0.38792 -0.30337 1.81117 -0.696 0.233 -0.576
C 1.39476 -0.48489 3.54787 0.158 0.377 -0.776
O 0.83858 -0.95085 4.49626 -0.276 -0.328 0.579
O 1.45628 0.59880 0.15206 -0.589 0.224 -1.149
C -3.51587 -4.65461 0.75110 0.132 0.224 -0.133
N -2.69071 -3.69574 0.03319 -0.014 -0.051 0.110
C -2.73322 -3.54311 -1.40308 -0.169 -0.052 0.214
C -1.64704 -2.51281 -1.62381 0.359 0.255 -0.228
O -1.33858 -2.10674 -2.72511 0.259 0.161 0.174
N -1.09776 -2.12405 -0.41105 -0.691 -0.338 -0.329
C -1.75271 -2.85559 0.51685 0.126 0.004 0.559
N -1.46304 -2.77049 1.81778 -0.177 -0.062 -0.302
H -4.51764 -4.65524 0.32291 0.024 0.026 -0.046
H -3.62002 -4.38374 1.79673 0.041 0.083 0.086
H -3.11018 -5.66461 0.69314 0.071 -0.026 -0.030
H -3.69371 -3.14251 -1.73976 0.028 -0.040 -0.023
H -2.52496 -4.46804 -1.93988 0.058 -0.037 -0.015
H -0.97808 -1.92522 2.11743 0.001 0.010 -0.075
H -2.05728 -3.21238 2.49250 -0.075 -0.123 0.041
O -3.19882 3.50416 -0.30587 0.106 -0.310 0.323
S -2.10902 2.60443 -0.50482 0.426 0.634 -0.254
O -1.25778 2.88789 -1.66808 -0.525 -0.191 0.504
O -1.23182 2.30818 0.69253 -0.451 -0.094 -0.664
S -2.72883 0.60381 -0.86544 0.174 0.080 -0.132
C -1.37877 0.54117 -6.81475 0.053 -0.062 -0.026
C -1.77636 1.44085 -5.83467 -0.016 0.007 0.005
C -1.23287 1.36542 -4.55948 -0.079 -0.037 -0.118
C -0.29042 0.38134 -4.28645 -0.298 0.027 0.044
C 0.10860 -0.53183 -5.24948 -0.158 0.088 -0.223
C -0.44062 -0.44339 -6.52212 -0.033 -0.001 -0.053
As 0.53680 0.37311 -2.57292 0.522 -0.291 -0.472
C 1.77740 1.84032 -2.64749 -0.419 0.076 0.130
C 1.49274 3.19406 -2.69226 0.068 0.117 -0.094
C 2.55061 4.09368 -2.71913 0.079 -0.045 0.001
C 3.86120 3.62740 -2.68208 0.010 -0.023 0.009
C 4.12544 2.26428 -2.63437 0.266 0.156 -0.026
C 3.07610 1.35950 -2.62292 0.342 -0.401 0.046
C 3.21768 -0.12087 -2.57200 0.225 0.389 0.011
C 4.42702 -0.79704 -2.48376 0.186 -0.063 0.019
C 4.44803 -2.18306 -2.41422 0.051 0.022 -0.001
C 3.26019 -2.90473 -2.43123 -0.127 0.037 -0.020
C 2.04003 -2.23785 -2.51320 0.211 0.106 -0.076
C 2.03287 -0.85131 -2.59497 -0.295 -0.099 0.126
H -1.80265 0.60581 -7.81173 0.044 -0.020 0.095
H -2.51237 2.20462 -6.05890 0.051 -0.051 0.007
H -1.54380 2.06083 -3.78870 0.026 -0.016 -0.022
H 0.82954 -1.30264 -5.02079 0.059 -0.037 0.035
H -0.13583 -1.14980 -7.28680 -0.031 0.062 0.054
H 0.47212 3.54723 -2.69122 0.089 -0.008 -0.008
H 2.34954 5.15848 -2.75598 0.029 -0.082 0.010
H 4.68590 4.33266 -2.68249 -0.078 -0.071 -0.011
H 5.15215 1.91286 -2.59939 -0.113 0.078 -0.004
H 5.35916 -0.24360 -2.45282 -0.079 -0.059 0.001
H 5.40009 -2.70344 -2.34006 -0.171 0.087 -0.008
H 3.28258 -3.98784 -2.37516 -0.024 0.098 -0.005
H 1.11706 -2.79154 -2.52931 -0.198 -0.062 0.027
```
Forces are in eV/Å.

In the Mulliken picture, each atom carries the following charge in e: 2.3641, -0.4919, 0.2801, -0.0332, -0.5666, 0.0904, 1.3480, -1.0254, 0.0612, -0.5705, -0.6271, -1.0141, 0.1193, -0.6348, -0.0708, -0.4368, -0.0389, 0.2636, -0.2578, 0.3337, 0.3707, 0.3125, 0.3300, 0.3385, 0.1909, 0.1889, -0.5929, 0.9322, -0.4605, -0.5772, -0.4106, -0.5313, -0.6697, -0.3640, 0.7953, -0.0842, -0.7597, 0.5517, 0.5627, -0.8227, -0.8958, -0.7753, -0.8099, 0.7162, 0.4588, -0.7388, -0.7927, -0.7681, -0.2547, 0.1462, 0.3723, 0.4282, 0.3302, 0.3656, 0.3974, 0.5763, 0.4221, 0.4054, 0.3698, 0.3730, 0.4004, 0.4341, 0.4461

Here is a structure of composition C27H20Cl64INOSi from the OMol25 dataset. Energies are from ωB97M-V/def2-TZVPD.

Summary:
Net charge = 0

```
115
Properties=species:S:1:pos:R:3:forces:R:3
C 1.08064 -2.38879 -2.55868 -3.864 7.879 4.898
C 0.71468 -1.24876 -1.78183 2.438 -8.805 -5.661
Si 0.01391 0.08059 -0.54283 -0.529 0.517 -1.217
C 0.74617 1.80961 -0.96685 0.943 0.134 -1.051
C 2.37984 1.93022 -0.79480 -0.511 1.743 0.691
C 2.70598 3.56986 -0.77852 0.335 0.067 -0.100
C 3.57514 4.07419 -2.07387 0.301 1.374 0.336
C -1.91652 0.15036 -0.79953 -0.954 -0.765 0.391
C -2.64291 1.39083 0.00959 -0.852 -0.173 -0.953
C -2.77845 2.77845 -0.88416 0.572 0.101 0.522
N -3.46199 3.81077 0.03650 1.468 -0.449 0.168
C 0.38544 -0.55418 1.23587 0.668 -0.737 1.709
C 0.97330 0.57199 2.27172 -4.377 5.018 0.724
O 0.31429 1.72002 2.58103 4.445 -7.730 -2.111
I 2.93767 0.10135 3.22051 -1.341 0.488 -0.690
H 1.00688 -3.34529 -3.26919 -0.264 3.739 1.715
H 0.19883 2.63131 -0.33780 1.125 -1.556 -1.133
H 0.52666 1.98942 -2.12654 0.228 -0.237 2.479
H 2.71103 1.54036 0.26528 -0.577 0.438 -2.202
H 2.99507 1.42725 -1.65806 -1.388 0.783 1.766
H 3.29484 3.83581 0.20930 -1.069 -0.578 -2.051
H 1.70233 4.20527 -0.72912 2.101 -1.481 -0.160
H 4.06992 5.11266 -1.75659 -1.015 -2.170 -0.772
H 4.47902 3.37174 -2.35355 -2.030 1.225 0.537
H 2.90857 4.34050 -3.02696 1.433 -0.959 2.088
H -2.33409 -0.85900 -0.32058 0.810 2.007 -1.106
H -2.20725 0.11442 -1.94078 0.539 0.222 2.257
H -3.75021 1.04381 0.23417 2.484 0.936 -0.412
H -2.12657 1.56999 1.04442 -0.770 -0.105 -1.952
H -1.71492 3.20103 -1.22308 -2.181 -1.208 0.564
H -3.44214 2.60579 -1.85805 1.422 0.249 2.200
H -3.20401 4.78413 -0.24264 -0.281 -1.176 0.148
H -3.04739 3.70412 1.00976 -0.698 0.109 -1.802
H -0.64289 -0.97537 1.66505 2.193 1.008 -0.683
H 1.15061 -1.46077 1.13436 -1.695 2.058 0.495
C 3.84981 -3.44930 1.04386 0.051 0.073 0.007
Cl 3.42173 -2.12433 -0.06790 0.249 -0.489 0.249
Cl 5.43610 -3.11521 1.78311 -0.353 -0.072 -0.139
Cl 2.61403 -3.57546 2.32119 0.248 -0.104 -0.277
Cl 3.92727 -4.98216 0.13899 -0.157 0.658 0.449
C -5.15023 -1.53680 1.38135 0.075 0.078 -0.156
Cl -3.73017 -1.01155 2.32067 -0.348 -0.149 -0.112
Cl -6.36123 -2.24347 2.48068 1.314 0.101 -0.032
Cl -5.85803 -0.13440 0.54058 -0.091 -0.517 0.293
Cl -4.65140 -2.75774 0.18346 -0.139 0.288 0.319
C -10.76123 -2.28115 1.70368 -0.073 -0.055 0.001
Cl -11.23225 -0.57412 1.50637 0.133 -0.455 -0.109
Cl -11.51989 -2.94038 3.17483 0.186 0.165 -0.308
Cl -11.30377 -3.21462 0.28631 0.102 0.209 0.313
Cl -8.98900 -2.39544 1.84713 -1.378 -0.124 -0.608
C 2.38010 -6.65979 -3.09500 -0.204 -0.302 -0.329
Cl 2.41419 -7.28122 -4.76455 -0.314 0.767 0.469
Cl 1.89172 -4.94640 -3.10886 1.016 -1.794 0.340
Cl 1.21266 -7.60237 -2.13414 0.312 0.252 -0.219
Cl 4.00185 -6.80926 -2.37246 -1.168 -0.292 -0.656
C 8.08011 -6.11433 -0.69500 0.100 0.143 0.093
Cl 9.13995 -7.51354 -1.00117 -0.806 -0.048 0.328
Cl 8.81212 -4.64979 -1.39764 -0.528 -0.249 0.292
Cl 6.48835 -6.40007 -1.44286 1.317 0.190 0.328
Cl 7.88000 -5.89404 1.06166 0.048 -0.096 -0.470
C 3.88011 -11.23935 -5.67002 0.059 -0.144 0.222
Cl 2.39750 -12.20068 -5.44099 0.365 0.294 -0.091
Cl 3.94669 -10.64068 -7.34680 0.203 -0.035 0.517
Cl 3.87128 -9.85709 -4.54578 0.259 -0.924 -0.364
Cl 5.30494 -12.25896 -5.34642 -0.323 0.225 -0.120
C -9.61991 -0.04706 5.61463 0.007 0.042 0.030
Cl -8.42994 -0.72594 4.47539 -0.341 0.409 0.579
Cl -10.12931 -1.30967 6.76386 0.116 0.285 -0.284
Cl -8.88181 1.30638 6.50797 -0.175 -0.317 -0.204
Cl -11.03850 0.54106 4.71121 0.379 -0.116 0.374
C -1.81991 -11.23276 -5.22823 -0.040 0.088 0.016
Cl -2.02619 -10.31834 -6.74350 0.075 -0.249 0.557
Cl -3.40242 -11.43092 -4.43398 0.388 0.031 -0.189
Cl -1.13252 -12.83606 -5.59096 -0.166 0.353 0.054
Cl -0.71844 -10.34572 -4.14454 -0.227 -0.189 -0.267
C 2.38009 2.90723 6.83175 -0.270 0.099 -0.102
Cl 3.41540 4.21822 6.21190 -0.228 -0.336 0.161
Cl 1.16083 2.48239 5.60401 0.364 0.168 0.322
Cl 3.38242 1.47900 7.19246 -0.172 0.251 -0.079
Cl 1.56179 3.44936 8.31867 -0.098 0.027 -0.721
C 0.28010 -11.66150 -10.28701 0.017 0.005 0.011
Cl 1.53058 -11.28909 -9.07359 -0.522 -0.163 -0.418
Cl 0.86470 -11.19608 -11.90443 -0.141 -0.113 0.382
Cl -0.07018 -13.40830 -10.26203 0.074 0.427 0.005
Cl -1.20467 -10.75257 -9.90789 0.363 -0.236 -0.293
C -3.01989 6.62085 3.17770 -0.087 0.062 -0.026
Cl -3.15439 7.06289 4.89853 0.043 -0.109 -0.426
Cl -2.00977 7.82132 2.33332 -0.179 -0.348 0.248
Cl -2.27222 5.00988 3.03499 -0.045 0.408 0.214
Cl -4.64321 6.58928 2.44402 0.420 -0.010 0.153
C -5.11989 10.27083 0.54437 -0.006 -0.052 -0.001
Cl -5.21347 11.88831 -0.19707 -0.113 -0.575 0.116
Cl -3.86865 9.30961 -0.28321 -0.447 0.191 0.240
Cl -4.70171 10.43128 2.26891 -0.101 -0.001 -0.415
Cl -6.69576 9.45419 0.38889 0.369 0.172 0.050
C 12.88011 -5.34494 -2.45564 0.002 -0.090 -0.123
Cl 11.39750 -6.30628 -2.22661 1.192 0.407 -0.280
Cl 12.94669 -4.74628 -4.13242 0.004 -0.108 0.371
Cl 12.87128 -3.96268 -1.33140 -0.026 -0.323 -0.254
Cl 14.30494 -6.36456 -2.13204 -0.312 0.252 -0.068
C 3.58010 3.07007 12.06438 0.071 -0.084 -0.069
Cl 3.61419 2.44864 10.39483 0.289 0.032 0.853
Cl 3.09172 4.78346 12.05052 0.103 -0.396 -0.012
Cl 2.41266 2.12749 13.02524 0.271 0.229 -0.227
Cl 5.20185 2.92060 12.78692 -0.374 0.052 -0.136
C -0.31990 10.31292 -2.50707 0.053 0.099 -0.009
Cl 0.93058 10.68533 -1.29365 -0.329 -0.099 -0.291
Cl 0.26470 10.77834 -4.12449 -0.147 -0.131 0.405
Cl -0.67018 8.56612 -2.48209 0.046 0.393 0.018
Cl -1.80467 11.22185 -2.12795 0.436 -0.208 -0.224
C -3.01991 15.05835 0.99750 -0.015 -0.001 0.022
Cl -1.59986 15.58361 1.93682 -0.346 -0.135 -0.235
Cl -4.23091 14.35168 2.09683 0.323 0.229 -0.222
Cl -3.72771 16.46076 0.15672 0.165 -0.338 0.197
Cl -2.52109 13.83742 -0.20039 0.070 0.454 0.336
```
Forces are in eV/Å.

Atom charges from the Mulliken analysis, given in e for atoms 1 to 99: -0.7057, 0.0281, 0.0793, -0.6428, 0.1098, -0.3544, -0.9857, 0.0861, 0.5263, -0.1759, -0.5258, 0.7982, -0.0838, -0.4095, -0.0113, 0.4462, 0.2189, 0.3110, -0.1979, 0.3529, 0.3125, 0.1665, 0.2908, 0.2833, 0.2405, -0.2815, 0.3624, -0.6430, 0.1433, 0.1510, 0.2518, 0.2376, 0.1330, 0.1852, -0.3724, 0.1556, -0.0484, -0.0704, -0.0871, 0.0244, 0.3783, -0.0720, -0.1540, -0.1559, -0.1110, 0.2203, -0.0816, -0.0761, -0.1074, 0.0498, 0.3247, -0.0861, -0.1972, -0.1041, -0.0187, 0.3375, -0.1382, -0.0970, -0.0752, -0.0812, 0.2452, -0.0368, -0.1096, -0.0037, -0.0953, 0.2327, 0.0621, -0.0922, -0.1054, -0.0746, 0.2751, -0.0613, -0.0986, -0.0944, -0.0223, 0.3054, -0.1045, -0.0211, -0.1027, -0.0893, 0.2506, 0.0209, -0.1035, -0.0976, -0.0832, 0.2074, -0.1007, -0.0512, -0.0122, -0.0786, 0.2809, -0.0763, -0.0126, -0.0775, -0.0929, 0.2994, 0.0005, -0.0990, -0.1010

In order of appearance, calculated total energy = -136196.0801; -849260.0399 eV.
In order of appearance, largest force on an atom = 1.58; 10.75 eV/A.